Below is a 3-piece molecular cluster, C37H50F2N3O3PS overall, with properties calculated with ωB97M-V/def2-TZVPD.

Results
- Relative energy (zero: lowest compared OMol25 entry of this formula, charge and spin): 443.2 kcal/mol
- Maximum force: 8.10 eV/A
- Multiplicity: 1

Geometry (Å):
C  0.188  -1.471  3.206
C  -1.408  -1.169  2.871
C  -1.664  0.448  2.945
C  -2.197  1.134  1.554
C  -1.573  0.492  0.179
C  -2.582  -0.371  -0.834
C  -4.176  -0.581  -0.442
C  -5.015  -1.504  -1.507
N  -4.489  -2.922  -1.666
C  -5.239  -3.892  -0.774
C  -4.450  -5.328  -0.687
C  -4.714  -3.386  -3.120
C  -3.456  -3.983  -4.045
O  -5.910  -3.307  -3.731
C  -1.922  -0.958  -2.220
C  -0.330  -0.798  -2.662
N  0.081  -1.406  -3.973
C  1.539  -1.137  -4.215
P  2.258  -1.792  -5.899
S  1.788  -3.675  -6.033
C  2.543  -0.357  -3.200
O  3.954  -0.197  -3.596
C  4.733  -1.428  -3.398
C  4.394  -2.255  -2.023
C  3.500  -3.589  -2.404
N  2.110  0.237  -1.889
C  0.642  0.023  -1.649
C  0.005  0.674  -0.255
C  1.009  1.541  0.724
C  0.766  3.160  0.402
C  0.851  3.531  -1.193
C  -0.595  3.546  -1.975
O  -0.378  3.184  -3.408
H  0.527  -0.930  4.213
H  0.912  -1.209  2.323
H  0.283  -2.636  3.443
H  -1.797  -1.693  1.899
H  -2.014  -1.659  3.771
H  -2.524  0.620  3.754
H  -0.710  0.994  3.402
H  -1.834  2.270  1.581
H  -3.372  1.178  1.590
H  -4.331  -0.948  0.673
H  -4.662  0.506  -0.489
H  -4.961  -1.017  -2.592
H  -6.172  -1.573  -1.218
H  -5.251  -3.404  0.311
H  -6.342  -3.966  -1.197
H  -4.143  -5.766  -1.753
H  -3.438  -5.234  -0.082
H  -5.185  -6.119  -0.204
H  -3.270  -3.230  -4.937
H  -3.678  -5.067  -4.433
H  -2.452  -3.965  -3.400
H  -2.626  -1.545  -2.951
H  1.521  -1.089  -6.950
H  3.656  -1.494  -6.076
H  5.872  -1.085  -3.304
H  4.704  -2.184  -4.294
H  5.438  -2.676  -1.625
H  3.957  -1.612  -1.148
H  4.119  -4.552  -2.068
H  3.346  -3.732  -3.579
H  2.475  -3.654  -1.826
H  0.793  1.418  1.871
H  2.149  1.336  0.549
H  1.626  3.791  0.938
H  -0.254  3.564  0.808
H  1.268  4.646  -1.252
H  1.619  2.862  -1.774
H  -1.357  2.738  -1.555
H  -1.136  4.585  -1.891
H  -1.203  2.717  -3.733
F  2.739  6.189  1.182
C  3.790  6.149  0.353
C  3.843  7.023  -0.727
C  4.940  6.986  -1.588
C  5.968  6.066  -1.365
C  5.903  5.189  -0.281
C  4.811  5.235  0.586
H  3.032  7.725  -0.890
H  4.995  7.670  -2.431
H  6.821  6.034  -2.039
H  6.702  4.471  -0.112
H  4.749  4.567  1.439
F  -1.125  -2.484  5.940
C  -0.985  -1.539  6.879
C  0.231  -1.408  7.541
C  0.379  -0.420  8.515
C  -0.695  0.418  8.825
C  -1.913  0.275  8.158
C  -2.057  -0.705  7.176
H  1.051  -2.073  7.294
H  1.328  -0.304  9.033
H  -0.580  1.185  9.588
H  -2.748  0.926  8.403
H  -2.994  -0.824  6.642